w:
The following is a quantum chemistry calculation of one molecule with the formula C5H8OS, from the Open Molecules 2025 dataset.

Structure (XYZ):
```
15
Properties=species:S:1:pos:R:3
C 0.226 -1.258 0.331
C -1.132 -1.375 -0.114
C -0.543 1.008 0.621
C 0.706 0.107 0.560
C 1.496 0.449 -0.847
O -3.232 0.311 0.272
S -1.934 0.301 -0.403
H 1.009 -2.020 0.238
H -1.404 -2.265 -0.695
H -0.840 0.908 1.712
H -0.653 2.101 0.434
H 1.389 0.081 1.423
H 1.680 -0.449 -1.335
H 2.400 1.053 -0.601
H 0.833 1.046 -1.595
```

## Properties
E_HOMO, Eh: -0.3302


x:
The following is a quantum chemistry calculation of one molecule with the formula C5H8OS, from the Open Molecules 2025 dataset.

Structure (XYZ):
```
15
Properties=species:S:1:pos:R:3
C -1.073 -2.168 -1.302
C -1.444 -1.220 -0.056
C -1.476 0.269 -0.536
C -0.625 1.171 -0.249
C 0.593 1.247 0.591
O 0.954 2.113 1.331
S 1.569 -0.278 0.279
H -1.594 -1.756 -2.269
H -1.391 -3.258 -1.110
H 0.009 -2.158 -1.525
H -0.557 -1.342 0.669
H -2.217 -1.482 0.675
H -2.390 0.548 -1.102
H -0.869 2.056 -0.641
H 0.430 -0.857 -0.507
```

## Properties
Structure (SMILES): CC/C=C\C(=O)S
E_HOMO, Eh: -0.3526


Most stable of them? x.


w:
The following is a quantum chemistry calculation of one molecule with the formula C5H12NO, from the Open Molecules 2025 dataset.

Structure (XYZ):
```
19
Properties=species:S:1:pos:R:3
C -0.143 1.004 1.640
C 0.819 2.131 1.132
C -0.602 -0.008 0.597
N 0.518 -0.837 0.178
C 0.144 -1.844 -0.805
C -0.351 -1.268 -2.168
O -0.708 -2.199 -3.057
H 0.344 0.517 2.497
H -0.998 1.554 2.034
H 0.398 2.542 0.210
H 0.765 2.944 1.861
H 1.845 1.769 1.053
H -0.994 0.665 -0.209
H -1.397 -0.644 1.004
H 1.149 -0.170 -0.263
H -0.713 -2.377 -0.375
H 0.897 -2.613 -0.931
H -1.271 -0.738 -1.864
H 0.298 -0.429 -2.535
```

## Properties
Multiplicity: 2
E_HOMO (alpha / beta), Eh: -0.3377 / -0.3381
Expectation value of S²: 0.75


x:
The following is a quantum chemistry calculation of one molecule with the formula C5H12NO, from the Open Molecules 2025 dataset.

Structure (XYZ):
```
19
Properties=species:S:1:pos:R:3
O 0.989 0.203 -2.457
C 1.485 0.610 -1.326
C 0.929 -0.072 -0.119
C -0.249 0.637 0.567
C -0.590 0.074 1.938
C -1.465 0.765 -0.375
N 0.548 -1.427 -0.660
H 2.507 1.008 -1.296
H 1.708 -0.190 0.645
H 0.122 1.664 0.625
H -1.638 0.219 2.226
H -0.361 -0.995 2.070
H 0.020 0.528 2.732
H -1.388 1.564 -1.095
H -1.583 -0.112 -0.999
H -2.404 0.769 0.182
H 1.093 -2.233 -0.375
H 0.705 -1.279 -1.696
H -0.428 -1.733 -0.586
```

## Properties
Multiplicity: 2
E_HOMO (alpha / beta), Eh: -0.1862 / -0.3026
Expectation value of S²: 0.75


y:
The following is a quantum chemistry calculation of one molecule with the formula C5H12NO, from the Open Molecules 2025 dataset.

Structure (XYZ):
```
19
Properties=species:S:1:pos:R:3
C 1.631 -0.325 1.214
C 0.546 0.522 0.576
C 0.376 0.312 -0.932
C -1.054 -0.079 -1.389
C -1.483 -1.360 -0.622
O -2.022 -1.041 0.569
N 0.648 1.932 1.011
H 1.535 -1.405 1.107
H 1.575 -0.174 2.314
H 2.661 -0.006 1.008
H -0.319 0.003 1.015
H 0.981 -0.539 -1.274
H 0.694 1.262 -1.375
H -1.893 0.591 -1.193
H -1.040 -0.136 -2.478
H -0.762 -2.173 -0.618
H -2.256 -1.749 -1.360
H 0.255 1.945 1.949
H -0.071 2.420 0.480
```

## Properties
Multiplicity: 2
E_HOMO (alpha / beta), Eh: -0.3473 / -0.3518
Expectation value of S²: 0.76


Most stable of them? w.


w:
The following is a quantum chemistry calculation of a 2-piece molecular cluster, C5H12NO overall, from the Open Molecules 2025 dataset.

Structure (XYZ):
```
19
Properties=species:S:1:pos:R:3
C 3.035 -0.450 0.961
C 1.628 0.053 0.993
C 0.757 -0.565 -0.073
C -0.430 -0.087 -0.545
N -1.516 -1.136 -0.927
C -2.762 -0.950 -1.044
H 3.648 0.360 1.434
H 3.459 -0.546 -0.030
H 2.999 -1.469 1.507
H 1.662 1.065 0.808
H 1.126 -0.088 1.965
H 1.070 -1.619 -0.318
H -1.287 0.578 -0.238
H -1.199 -2.028 -0.569
H -2.940 0.028 -1.342
H -3.397 -1.518 -0.520
H -1.387 3.137 -0.293
H -2.577 2.794 -1.099
O -1.887 2.440 -0.671
```

## Properties
Multiplicity: 2
E_HOMO (alpha / beta), Eh: -0.1958 / -0.3195
Expectation value of S²: 0.76


x:
The following is a quantum chemistry calculation of one molecule with the formula C5H12NO, from the Open Molecules 2025 dataset.

Structure (XYZ):
```
19
Properties=species:S:1:pos:R:3
C -0.349 0.956 -2.069
N -0.273 1.463 -0.700
C 0.264 0.471 0.241
C -0.583 -0.840 0.143
C 0.330 -2.069 0.569
O 1.586 -1.864 0.996
C 0.238 0.970 1.674
H -0.526 1.803 -2.728
H 0.534 0.371 -2.338
H -1.266 0.387 -2.224
H 0.343 2.268 -0.714
H 1.259 0.134 -0.078
H -1.067 -1.222 -0.733
H -1.279 -0.706 0.969
H 0.337 -2.692 -0.329
H -0.135 -2.712 1.337
H 0.136 0.109 2.325
H 1.102 1.601 1.873
H -0.649 1.572 1.786
```

## Properties
Multiplicity: 2
E_HOMO (alpha / beta), Eh: -0.3251 / -0.3244
Expectation value of S²: 0.75


Most stable of them? x.


w:
The following is a quantum chemistry calculation of C14H17Cl2N3O3S as an isolated structure, from the Open Molecules 2025 dataset.

Structure (XYZ):
```
40
Properties=species:S:1:pos:R:3
C 1.746 2.411 -5.917
C 0.156 2.198 -5.656
H -0.355 2.934 -5.126
H -0.328 2.194 -6.723
O -0.245 1.185 -5.113
C 0.101 0.899 -3.904
C 0.581 1.906 -3.012
C 0.386 1.517 -1.643
C 0.197 0.231 -1.216
C -0.071 -0.749 -2.000
C -0.235 -0.656 -3.514
Cl -0.775 -1.738 -4.637
H -0.300 -1.589 -1.592
S 0.509 -0.309 0.558
O 1.650 0.326 1.018
O 0.348 -1.588 0.658
N -0.659 0.776 1.345
H -0.371 1.642 1.437
C -1.639 -0.052 2.381
C -0.879 0.260 3.672
C 0.193 -0.457 3.983
N 0.079 -1.941 4.241
C -0.424 -2.394 5.568
N -0.579 -3.619 5.545
C -0.806 -4.069 4.298
C -0.129 -2.989 3.639
H 0.199 -2.723 2.602
H -0.768 -5.154 4.068
H -0.378 -1.600 6.399
H 0.889 -0.038 4.906
H 0.861 -0.604 3.129
H -0.860 1.453 3.790
H -1.743 0.032 4.471
H -2.543 0.599 2.260
H -1.555 -0.938 2.099
Cl 0.920 2.522 -0.538
H 0.391 2.851 -3.253
H 2.347 1.547 -6.554
H 1.856 3.345 -6.518
H 2.233 2.378 -5.150
```

## Properties
E_HOMO, Eh: -0.2926


x:
The following is a quantum chemistry calculation of one molecule with the formula C14H17Cl2N3O3S, from the Open Molecules 2025 dataset.

Structure (XYZ):
```
40
Properties=species:S:1:pos:R:3
C -7.158 -0.592 -0.123
C -5.736 -1.127 -0.067
O -4.862 -0.025 -0.269
C -3.536 -0.218 -0.245
C -2.906 -1.443 -0.042
C -1.519 -1.515 -0.030
Cl -0.729 -3.009 0.210
C -0.744 -0.384 -0.218
S 1.043 -0.583 -0.167
O 1.450 -1.356 -1.295
O 1.386 -1.019 1.158
N 1.558 0.978 -0.405
C 1.778 1.817 0.752
C 3.247 2.049 1.114
C 4.025 0.753 1.372
N 4.434 0.102 0.154
C 4.232 -1.207 -0.182
C 4.817 -1.379 -1.403
N 5.379 -0.214 -1.818
C 5.139 0.647 -0.870
C -1.355 0.837 -0.433
C -2.733 0.922 -0.445
Cl -3.504 2.435 -0.705
H -7.863 -1.404 0.025
H -7.304 0.155 0.652
H -7.343 -0.129 -1.088
H -5.537 -1.585 0.910
H -5.576 -1.876 -0.852
H -3.472 -2.347 0.106
H 2.226 1.061 -1.153
H 1.298 2.789 0.580
H 1.268 1.319 1.579
H 3.731 2.612 0.314
H 3.274 2.660 2.018
H 3.399 0.053 1.931
H 4.917 0.984 1.967
H 3.689 -1.877 0.450
H 4.868 -2.262 -2.006
H 5.475 1.666 -0.880
H -0.753 1.715 -0.597
```

## Properties
Structure (SMILES): CCOc1cc(Cl)c(S(=O)(=O)NCCCn2ccnc2)cc1Cl
E_HOMO, Eh: -0.3104


Most stable of them? x.


w:
The following is a quantum chemistry calculation of an isolated ion of composition C3H7N4 and charge +1, from the Open Molecules 2025 dataset.

Structure (XYZ):
```
14
Properties=species:S:1:pos:R:3
N -2.651 -0.533 -0.008
N -1.356 -0.606 -0.395
N -0.537 0.571 -0.050
C 0.774 0.793 -0.111
N 1.797 0.007 -0.132
C 3.237 0.052 -0.094
C 2.707 -1.124 0.032
H -3.201 0.079 -0.596
H -2.858 -0.437 0.983
H -0.901 -1.433 -0.009
H -1.106 1.407 -0.145
H 1.035 1.850 -0.159
H 4.011 0.776 -0.175
H 2.655 -2.177 0.158
```

## Properties
Structure (SMILES): NN/[NH+]=C\N1C=C1
E_HOMO, Eh: -0.4656
Net charge: +1


x:
The following is a quantum chemistry calculation of a 2-piece molecular cluster, C3H7N4 overall, from the Open Molecules 2025 dataset.

Structure (XYZ):
```
14
Properties=species:S:1:pos:R:3
C 0.083 -0.514 0.042
C -0.425 1.754 0.552
C 1.048 -1.639 -0.033
N -1.321 2.368 1.492
N -1.877 1.812 0.564
N -0.765 -0.540 -0.952
N 0.346 0.636 0.718
H 0.335 2.609 -1.180
H 0.576 -2.460 -0.424
H 1.382 -2.036 0.943
H 1.952 -1.341 -0.598
H -1.048 -1.406 -1.327
H -1.179 0.317 -1.335
H 0.891 0.440 1.537
```

## Properties
E_HOMO (alpha / beta), Eh: -0.5342 / -0.5185
Net charge: +1


Most stable of them? w.